{
  "formula": "C3H8N2O2",
  "method": "wB97M-V/def2-TZVPD",
  "species": ["N", "C", "O", "O", "H", "H", "C", "C", "N", "H", "H", "H", "H", "H", "H"],
  "xyz": [[-1.289745, -2.048253, -1.700198], [-0.258186, -1.123972, -1.768170], [-0.765279, 0.145552, -1.609392], [0.942593, -1.379529, -1.729555], [-1.049538, -3.022399, -1.719819], [-2.083712, -1.786034, -1.223067], [0.872953, 0.675907, 1.306195], [-0.025974, 0.644397, 2.321856], [0.804832, 1.625700, 0.215729], [1.569813, -0.141580, 1.116866], [0.052292, -0.019422, 3.153886], [-0.798092, 1.444766, 2.383963], [-0.106195, 0.683632, -1.150737], [0.411120, 2.486223, 0.544341], [1.723117, 1.815012, -0.141899]],
  "forces_ev_per_angstrom": [[2.548, -0.015, -1.718], [0.436, 0.217, 2.235], [-0.347, -1.643, -0.861], [-1.620, 0.269, -0.785], [0.167, 0.058, 0.056], [-1.876, 0.695, 0.883], [-1.456, -0.076, 0.116], [0.686, 1.530, -1.396], [0.128, -1.076, 1.051], [0.048, 0.331, 0.277], [0.003, -0.546, 0.090], [0.643, -0.666, 0.006], [0.591, 0.454, 0.260], [-0.311, 0.442, 0.000], [0.358, 0.026, -0.215]],
  "nbo_charge": [-0.8438, 0.8857, -0.7329, -0.6508, 0.3970, 0.3947, -0.0072, -0.4824, -0.8450, 0.2085, 0.2133, 0.1902, 0.5145, 0.3757, 0.3826],
  "smiles": "NC(=O)O.C=CN",
  "e_lumo_ev": 0.893,
  "total_charge": 0,
  "homo_lumo_gap_ev": 10.0,
  "de_lowest_kj_mol": 82.5
}


{
  "formula": "C3H8N2O2",
  "method": "wB97M-V/def2-TZVPD",
  "species": ["O", "C", "N", "C", "N", "C", "O", "H", "H", "H", "H", "H", "H", "H", "H"],
  "xyz": [[-0.899899, 0.167617, -1.968666], [0.097292, 0.431716, -1.322316], [0.709604, 1.653858, -1.415814], [0.773193, -0.579081, -0.423422], [0.494512, -0.262550, 0.962481], [-0.762009, -0.687856, 1.535286], [-1.873803, -0.284436, 0.797914], [0.206209, 2.341948, -1.942418], [1.092615, 2.062638, -0.574949], [1.839667, -0.629614, -0.604733], [0.391187, -1.534235, -0.679859], [1.269706, -0.275717, 1.592493], [-0.825676, -0.197280, 2.506298], [-0.785848, -1.778790, 1.684897], [-1.726752, -0.428218, -0.147191]],
  "forces_ev_per_angstrom": [[0.091, -0.239, 0.013], [0.088, 0.485, -0.585], [0.112, 0.250, 0.370], [0.008, 0.322, 0.891], [0.001, 0.842, -0.285], [0.369, -0.244, 0.207], [-0.111, 0.306, -0.100], [-0.368, 0.051, -0.277], [0.264, -0.430, 0.042], [0.238, 0.310, 0.010], [-0.569, -1.153, -0.426], [0.203, -0.156, 0.130], [-0.122, -0.159, 0.104], [-0.059, -0.083, -0.087], [-0.147, -0.102, -0.006]],
  "nbo_charge": [-0.6168, 0.6781, -0.8241, -0.3312, -0.6628, 0.1087, -0.7228, 0.3929, 0.3945, 0.2235, 0.1974, 0.3822, 0.1720, 0.1216, 0.4868],
  "smiles": "NC(=O)CNCO",
  "e_lumo_ev": 0.813,
  "total_charge": 0,
  "homo_lumo_gap_ev": 9.9,
  "de_lowest_kj_mol": 106.0
}


{
  "formula": "C3H8N2O2",
  "method": "wB97M-V/def2-TZVPD",
  "species": ["C", "C", "N", "N", "C", "O", "O", "H", "H", "H", "H", "H", "H", "H", "H"],
  "xyz": [[1.284113, 0.698397, -0.621643], [1.037683, -1.624030, 0.458306], [0.426752, -0.177229, 0.160922], [-1.411063, 1.285126, 0.139525], [-0.913730, -0.158338, 0.243334], [-2.777068, 1.467910, -0.174494], [-1.735245, -1.048101, 0.347239], [-3.114294, 0.547232, -0.148257], [-0.869726, 2.050189, 0.520469], [2.140145, 0.979788, -0.003912], [1.637160, 0.155880, -1.503006], [0.757094, 1.592206, -0.960306], [1.136440, -2.150077, -0.492719], [0.384015, -2.177545, 1.133158], [2.017725, -1.441408, 0.901383]],
  "forces_ev_per_angstrom": [[-0.113, -0.115, 0.176], [-0.671, 2.535, -0.668], [1.060, -3.670, 1.065], [1.313, -3.534, -0.502], [-2.082, 4.477, -0.658], [0.480, -0.281, 0.461], [0.673, 0.115, -0.024], [0.177, 0.370, 0.206], [-0.866, -0.025, 0.056], [0.009, 0.095, -0.179], [0.089, 0.068, -0.010], [0.007, -0.238, 0.157], [0.001, 0.004, 0.092], [0.043, 0.322, -0.144], [-0.120, -0.126, -0.027]],
  "nbo_charge": [-0.4058, -0.4045, -0.4536, -0.4360, 0.7786, -0.5544, -0.6489, 0.4849, 0.3819, 0.1987, 0.1947, 0.2301, 0.1990, 0.2354, 0.1999],
  "smiles": "CN(C)C(=O)NO",
  "e_lumo_ev": 0.766,
  "total_charge": 0,
  "homo_lumo_gap_ev": 9.2,
  "de_lowest_kj_mol": 308.5
}